52
Properties=species:S:1:pos:R:3 method="wB97M-V/def2-TZVPD" homo_lumo_gap_ha=0.2905 relative_energy_ev=19.128 e_lumo_ha=0.023
C -3.277 -2.486 -0.359
H -2.743 -2.956 0.439
H -3.840 -3.111 -0.939
H -2.469 -2.277 -1.160
C -4.049 -1.383 -0.226
C -4.873 -0.761 -1.253
H -5.297 0.201 -0.962
H -5.668 -1.312 -1.683
H -4.198 -0.608 -2.251
C -3.035 -0.205 0.441
N -2.144 0.378 -0.538
H -2.613 0.848 -1.382
C -0.866 0.649 -0.179
C -1.083 2.333 0.535
C 0.227 2.849 0.752
C 1.128 2.788 -0.189
N 1.445 1.322 -0.797
C 0.092 0.855 -1.138
H 0.381 0.019 -1.697
H -0.319 1.587 -1.894
C 2.200 0.623 -0.116
C 2.400 -0.641 -0.537
C 3.882 -0.988 -0.151
C 4.451 -2.281 -0.044
C 5.804 -2.256 0.041
C 6.538 -1.285 0.768
C 5.835 -0.255 0.783
C 4.576 0.184 0.260
C 3.575 1.191 0.296
H 3.751 1.828 1.136
H 3.945 1.924 -0.746
H 6.300 0.775 1.048
H 7.490 -1.359 1.186
H 6.287 -3.510 0.264
H 3.977 -3.272 -0.599
H 1.812 -1.285 -0.401
H 2.563 -0.607 -1.950
H 1.805 0.458 1.237
H 2.142 3.296 -0.021
H 0.667 3.552 -1.033
H 0.179 3.823 1.357
H 0.530 2.387 1.958
H -1.863 2.168 1.396
H -1.633 2.719 -0.243
H -0.585 0.251 0.653
H -3.482 0.648 0.806
H -2.458 -0.699 1.345
C -4.950 -1.668 1.088
O -5.812 -0.322 1.370
H -6.484 -0.029 0.773
H -5.720 -2.285 0.670
H -4.523 -1.817 1.888



65
Properties=species:S:1:pos:R:3 method="wB97M-V/def2-TZVPD" s_squared=2.0143 homo_lumo_gap_ha="0.2377 / 0.1764" relative_energy_ev=2.190 spin_multiplicity=3 e_lumo_ha="0.012 / -0.104"
W -0.743 0.241 -0.373
O -0.646 2.005 0.556
N -1.530 2.097 1.625
C -1.102 2.867 2.675
C -1.949 3.807 3.228
C -3.242 4.032 2.749
C -3.676 3.229 1.670
C -2.834 2.296 1.129
S -3.166 1.245 -0.169
H -0.114 2.639 3.043
H -1.576 4.379 4.069
H -3.886 4.777 3.188
H -4.681 3.305 1.277
C -3.576 -0.881 2.100
C -2.982 -1.867 1.138
C -3.425 -3.167 1.098
C -2.788 -4.080 0.243
C -1.682 -3.720 -0.475
C -1.209 -2.390 -0.342
N -1.943 -1.495 0.368
N -0.091 -1.814 -0.795
Si 0.882 -2.543 -2.061
C 2.434 -1.574 -2.368
C -0.077 -2.740 -3.636
C 1.458 -4.243 -1.512
H -4.101 -1.411 2.893
H -4.302 -0.227 1.616
H -2.790 -0.267 2.542
H -4.249 -3.467 1.729
H -3.159 -5.096 0.175
H -1.165 -4.426 -1.107
H 2.250 -0.711 -3.011
H 3.167 -2.222 -2.857
H 2.851 -1.233 -1.418
H -0.201 -1.772 -4.126
H -1.074 -3.148 -3.454
H 0.449 -3.416 -4.317
H 1.838 -4.234 -0.487
H 2.281 -4.545 -2.167
H 0.694 -5.020 -1.576
N 2.303 -1.724 1.196
N 1.927 -1.017 2.338
C 0.708 -0.390 2.480
O 0.398 0.026 3.593
O -0.029 -0.242 1.435
H 2.150 -2.719 1.307
H 3.276 -1.545 0.989
H 2.322 -1.277 3.230
O 1.399 0.694 -0.476
S 2.053 1.664 -1.476
C 3.627 1.962 -0.688
C 4.004 3.360 -1.145
C 2.756 4.234 -0.934
C 1.502 3.366 -1.145
H 4.327 1.186 -0.994
H 3.437 1.887 0.385
H 4.280 3.341 -2.202
H 4.869 3.727 -0.596
H 2.760 5.082 -1.617
H 2.749 4.637 0.079
H 0.879 3.659 -1.985
H 0.865 3.291 -0.266
O -1.781 -0.222 -2.064
N -0.518 0.241 -2.350
O -0.607 1.569 -1.957



86
Properties=species:S:1:pos:R:3 method="wB97M-V/def2-TZVPD" homo_lumo_gap_ha=0.2529 e_lumo_ha=-0.054
C -3.808 -1.823 -4.604
P -2.516 -0.380 -4.680
O -3.419 1.097 -4.602
C -1.539 -0.606 -3.087
C -0.567 -1.640 -2.968
O 0.002 -2.292 -4.124
N 1.292 -1.723 -4.335
O 2.042 -2.626 -4.169
C -0.172 -2.084 -1.483
O 0.889 -2.670 -1.246
C -1.262 -1.717 -0.341
C -1.904 -0.454 -0.408
C -1.665 0.324 -1.779
O -1.517 1.559 -1.827
H -3.936 -2.299 -5.633
H -3.406 -2.631 -3.912
H -4.768 -1.378 -4.178
H -2.787 1.832 -4.383
H -1.458 -2.440 0.523
H -2.563 -0.039 0.442
O 6.861 0.478 -0.342
S 6.558 -0.921 -0.333
O 7.561 -1.911 -0.190
O 5.682 -1.259 -1.654
C 4.423 -1.819 -1.270
C 4.122 -1.226 0.097
O 5.381 -1.182 0.773
H 4.532 -2.906 -1.215
H 3.658 -1.569 -2.005
H 3.406 -1.820 0.666
H 3.749 -0.201 0.002
O 6.910 -4.105 0.314
S 6.282 -3.831 1.561
O 5.942 -2.504 2.020
O 7.135 -4.581 2.724
C 6.290 -5.500 3.417
C 5.240 -5.927 2.403
O 4.944 -4.747 1.655
H 5.833 -4.975 4.259
H 6.871 -6.345 3.789
H 4.340 -6.319 2.876
H 5.640 -6.674 1.711
O -6.576 0.086 -7.027
S -6.242 1.189 -6.181
O -5.216 1.116 -5.174
O -7.611 1.738 -5.497
C -7.799 3.111 -5.837
C -7.121 3.288 -7.186
O -5.946 2.478 -7.119
H -7.315 3.721 -5.068
H -8.862 3.352 -5.875
H -6.861 4.327 -7.387
H -7.748 2.906 -7.996
O 3.746 -3.213 8.468
S 4.691 -3.581 7.463
O 4.428 -4.587 6.480
O 6.098 -3.924 8.191
C 7.122 -3.069 7.682
C 6.409 -1.795 7.261
O 5.171 -2.233 6.701
H 7.585 -3.564 6.824
H 7.879 -2.885 8.445
H 6.979 -1.220 6.533
H 6.183 -1.164 8.126
O -5.689 2.037 2.670
S -4.313 1.673 2.780
O -3.818 0.389 2.395
O -3.827 1.986 4.294
C -2.733 2.904 4.266
C -2.933 3.727 3.005
O -3.424 2.803 2.033
H -1.806 2.327 4.218
H -2.729 3.521 5.165
H -2.010 4.194 2.661
H -3.695 4.498 3.153
O -3.946 8.294 -0.209
S -3.327 7.013 -0.094
O -2.434 6.673 0.970
O -2.604 6.671 -1.503
C -3.137 5.456 -2.034
C -4.560 5.377 -1.505
O -4.485 5.880 -0.170
H -2.531 4.626 -1.661
H -3.103 5.468 -3.123
H -4.951 4.360 -1.512
H -5.230 6.029 -2.074



72
Properties=species:S:1:pos:R:3 method="wB97M-V/def2-TZVPD" homo_lumo_gap_ha=0.2371 e_lumo_ha=-0.086
C -0.009 4.368 -2.322
C -0.143 4.734 -0.723
O 0.817 5.533 -0.191
O -1.244 4.208 0.109
C -2.550 4.704 -0.354
C -3.817 3.874 0.283
C -3.730 2.241 0.094
C -2.999 1.824 -1.314
C -3.321 0.277 -1.751
C -3.006 -0.848 -0.591
Si -1.085 -1.040 -0.218
C -0.760 -0.291 1.520
C -1.930 -0.594 2.643
C -1.590 0.084 4.134
F -2.382 1.284 4.578
C -0.583 -0.442 5.092
F 0.654 0.385 5.335
F -0.746 -1.736 5.792
C -0.630 -2.931 -0.386
C -0.253 -3.667 1.018
C 1.367 -3.969 1.259
F 2.160 -3.871 -0.024
F 1.405 -5.442 1.596
C 2.092 -2.997 2.333
F 2.492 -1.753 1.570
F 1.182 -2.469 3.421
S 3.612 -3.596 3.201
F 3.233 -2.507 4.504
F 2.826 -4.840 4.066
F 4.162 -4.596 1.946
F 4.520 -2.287 2.480
F 5.049 -3.997 4.058
O -0.298 -0.001 -1.392
Si 1.433 -0.230 -1.476
C 1.864 -0.335 -3.390
C 3.491 -0.512 -3.483
C 3.748 -1.896 -4.385
Cl 4.252 1.008 -4.303
P 2.661 1.396 -0.672
O 2.697 2.675 -1.906
Br 1.753 2.392 1.152
H -0.762 4.934 -3.017
H 1.104 4.599 -2.672
H -0.121 3.185 -2.403
H -2.639 5.823 -0.020
H -2.665 4.678 -1.524
H -3.830 4.079 1.440
H -4.833 4.207 -0.244
H -3.115 1.802 0.987
H -4.798 1.734 0.090
H -3.479 2.513 -2.162
H -1.861 2.094 -1.292
H -2.668 -0.001 -2.702
H -4.452 0.217 -2.093
H -3.308 -1.898 -1.074
H -3.650 -0.749 0.379
H -0.764 0.895 1.378
H 0.277 -0.548 1.996
H -2.258 -1.715 2.714
H -2.890 0.011 2.271
H 0.103 -3.106 -1.280
H -1.654 -3.434 -0.747
H -0.837 -4.710 1.015
H -0.751 -3.050 1.881
H 1.902 -1.485 -0.907
H 1.610 0.750 -3.804
H 1.239 -1.156 -3.942
H 3.907 -0.625 -2.371
H 4.870 -1.854 -4.718
H 3.518 -2.785 -3.658
H 2.995 -1.841 -5.287
H 3.419 3.297 -1.536